No. 1
Density functional theory data (ωB97M-V/def2-TZVPD) for 9 unconnected molecules or ions with the total composition CH19O15P2 in a non-equilibrium geometry.

Each line ends with the natural charge from an NBO analysis.
Cartesian coordinates (Å):
O: 0.232 -4.042 -2.021  -1.0399
H: 0.757 -3.709 -1.288  0.5339
H: 0.563 -3.917 -2.913  0.3633
H: -0.557 -3.507 -1.910  0.5205
O: -0.943 0.675 1.156  -0.7764
H: -0.042 0.413 1.357  0.5897
H: -0.980 1.542 0.744  0.5780
H: -1.263 0.080 0.474  0.5606
O: 3.901 3.602 1.941  -0.8133
H: 3.510 2.758 2.178  0.5949
H: 3.410 4.022 1.231  0.5797
H: 4.110 4.194 2.668  0.4911
O: -1.422 0.487 -5.000  -1.0063
H: -1.745 0.034 -4.217  0.5397
H: -1.131 1.366 -4.748  0.5577
H: -0.674 0.037 -5.400  0.3655
C: -4.485 -1.747 -1.375  -0.2298
O: -3.133 -1.520 -1.614  -1.0433
H: -5.171 -1.115 -1.939  0.0953
H: -4.739 -2.790 -1.567  0.0866
H: -4.647 -1.596 -0.307  0.0927
P: 3.519 -1.060 1.323  2.4810
O: 4.263 -1.899 2.346  -1.1333
O: 2.708 0.022 1.928  -1.3561
O: 2.534 -2.175 0.870  -1.1279
O: 4.401 -0.441 0.202  -1.2188
P: 0.070 4.723 -1.757  2.4743
O: -0.137 3.932 -3.075  -1.2318
O: 1.524 4.646 -1.374  -1.2574
O: -0.780 4.210 -0.588  -1.1670
O: -0.462 6.197 -1.789  -1.0943
O: 1.420 0.037 5.732  -0.9707
H: 2.127 -0.471 6.128  0.4642
H: 1.722 0.214 4.841  0.5040
O: -2.516 -4.644 2.571  -0.9390
H: -3.305 -4.726 3.106  0.4529
H: -2.639 -3.828 2.086  0.4797

As for the net charge: -3. The HOMO-LUMO gap is 2.0 eV.

---

No. 2
Density functional theory data (ωB97M-V/def2-TZVPD) for a molecular structure, CH3F2OP in a non-equilibrium geometry.

Each line ends with the natural charge from an NBO analysis.
Cartesian coordinates (Å):
C: -0.135 0.310 1.251  0.8293
O: 0.748 -0.406 -0.185  -0.8808
F: 0.137 1.585 1.279  -0.3006
F: -1.398 0.055 0.922  -0.3106
P: 0.090 0.074 -1.636  0.6427
H: 0.170 -0.033 2.154  0.1350
H: 1.231 -0.545 -1.962  -0.0337
H: -0.843 -1.040 -1.823  -0.0812

The HOMO-LUMO gap is 10.1 eV.

---

No. 3
Density functional theory data (ωB97M-V/def2-TZVPD) for C3H6OS2 in the gas phase in a non-equilibrium geometry.

Each line ends with the natural charge from an NBO analysis.
Cartesian coordinates (Å):
C: 0.585 1.261 0.555  -0.6082
C: 0.556 -0.251 0.464  -0.4322
S: 1.644 -0.827 -0.940  -0.0599
C: -0.706 -1.056 0.192  0.5486
O: -1.099 -2.162 0.551  -0.5168
S: -1.776 0.196 -0.898  -0.1458
H: 1.643 1.467 0.318  0.2373
H: 0.199 1.540 1.678  0.2150
H: 0.078 1.890 -0.040  0.2283
H: 0.910 -0.667 1.331  0.2447
H: 0.680 -0.849 -2.162  0.1865
H: -2.714 -0.542 -1.049  0.1023

The HOMO-LUMO gap is 10.2 eV. The SMILES is C[C@H](S)C(=O)S.

---

No. 4
Density functional theory data (ωB97M-V/def2-TZVPD) for C8H11N5O in the gas phase in a non-equilibrium geometry.

Each line ends with the natural charge from an NBO analysis.
Cartesian coordinates (Å):
C: 1.841 -1.676 -0.256  0.0798
C: 0.810 -3.129 -1.621  0.2690
C: 0.882 -0.694 -0.422  -0.1090
C: -0.205 -1.126 -1.209  0.1903
C: 1.030 0.702 0.176  -0.4683
C: -1.312 -0.305 -1.556  -0.1867
C: -0.171 2.126 1.825  0.1223
C: 0.297 0.678 1.523  0.0428
N: 1.803 -2.845 -0.771  -0.4632
N: -0.203 -2.387 -1.850  -0.4956
N: -2.149 -0.724 -2.519  -0.1358
N: 0.355 2.758 2.756  -0.5994
N: -3.348 -0.298 -2.756  -0.4964
O: 0.975 0.163 2.615  -0.6937
H: 2.665 -1.478 0.274  0.1749
H: 0.794 -4.029 -2.129  0.1763
H: 1.988 1.022 0.514  0.2339
H: 0.753 1.350 -0.618  0.2396
H: -1.558 0.399 -0.880  0.1918
H: -0.947 2.509 1.354  0.1615
H: -0.567 0.046 1.391  0.1605
H: -1.679 -1.435 -3.055  0.4339
H: 0.936 2.261 3.407  0.3571
H: -3.845 0.310 -2.140  0.3433
H: 1.502 -0.518 2.299  0.4708

The HOMO-LUMO gap (alpha / beta) is 7.5 / 7.5 eV.

---

No. 5
Density functional theory data (ωB97M-V/def2-TZVPD) for a molecular structure, C20H29EuN8O9P in a non-equilibrium geometry.

Each line ends with the natural charge from an NBO analysis.
Cartesian coordinates (Å):
Eu: 1.001 0.215 -0.981  1.3422
N: 0.600 3.837 2.109  -0.5073
C: -0.724 3.837 1.872  -0.1001
C: -0.937 3.112 0.698  -0.0746
N: 0.255 2.551 0.322  -0.4428
C: 1.148 2.985 1.221  0.2928
C: 2.573 2.657 1.068  0.3204
N: 2.990 1.847 0.041  -0.4452
C: 4.355 1.748 0.267  -0.0605
C: 4.733 2.515 1.323  -0.1187
N: 3.600 3.139 1.800  -0.5062
H: 1.094 4.476 2.799  0.4264
H: -1.356 4.530 2.456  0.2233
H: -1.867 2.806 0.254  0.2567
H: 5.013 1.176 -0.319  0.2245
H: 5.705 2.803 1.700  0.2211
H: 3.444 3.653 2.639  0.4132
N: 0.771 -1.722 -2.762  -0.8698
C: 2.048 -2.464 -2.900  -0.3218
C: 2.910 -2.274 -1.649  0.8134
O: 3.416 -3.255 -1.092  -0.7358
O: 3.079 -1.101 -1.208  -0.7877
H: 0.123 -2.149 -2.137  0.4167
H: 0.256 -1.361 -3.564  0.3856
H: 2.602 -2.178 -3.776  0.2122
H: 1.889 -3.561 -2.967  0.1988
O: -6.137 -1.066 3.328  -0.5575
C: -5.033 -0.872 2.944  0.7813
O: -4.034 -0.331 3.675  -0.7117
C: -4.676 -1.442 1.578  -0.1224
C: -4.951 -2.751 1.093  -0.2405
C: -4.449 -3.057 -0.138  0.0158
N: -3.618 -2.299 -0.875  -0.4005
C: -3.429 -1.057 -0.453  0.1205
C: -3.990 -0.612 0.760  -0.2298
C: -2.541 -0.016 -1.042  0.7625
O: -3.162 1.089 -1.235  -0.7307
O: -1.306 -0.268 -1.175  -0.7743
H: -5.520 -3.472 1.713  0.2327
H: -4.621 -4.040 -0.569  0.1908
H: -3.640 0.412 1.062  0.2317
N: -1.439 -1.026 2.734  -0.8625
C: -0.610 -2.208 2.636  -0.5594
P: 0.835 -1.807 1.475  2.1292
O: 1.373 -0.416 1.587  -1.1504
O: 0.536 -2.264 0.068  -1.1396
C: 2.112 -2.999 2.179  -0.5984
N: 3.402 -2.601 1.433  -0.7254
H: -1.606 -0.630 1.799  0.3836
H: -1.014 -0.242 3.248  0.3795
H: -3.187 -0.739 3.355  0.5168
H: -1.157 -3.060 2.274  0.2329
H: -0.144 -2.425 3.598  0.2014
H: 1.887 -4.034 2.003  0.2377
H: 2.279 -2.783 3.285  0.2123
H: 3.430 -2.973 0.389  0.4762
H: 4.195 -2.923 1.957  0.4017
H: 3.465 -1.609 1.328  0.4409
C: 0.705 3.506 -4.483  -0.7247
C: 0.101 2.279 -3.828  0.6512
C: -1.256 1.983 -4.384  -0.7457
O: 0.700 1.696 -2.871  -0.5866
H: -0.136 4.119 -4.875  0.2232
H: 1.267 3.303 -5.422  0.2485
H: 1.381 4.017 -3.820  0.2430
H: -1.198 1.283 -5.228  0.2503
H: -1.640 2.951 -4.774  0.2246
H: -1.895 1.567 -3.543  0.2948

The HOMO-LUMO gap (alpha / beta) is 5.4 / 8.0 eV. The spin multiplicity is 8. The expectation value of S² is 15.7588.

---

No. 6
Density functional theory data (ωB97M-V/def2-TZVPD) for C6H8O3 in the gas phase in a non-equilibrium geometry.

Each line ends with the natural charge from an NBO analysis.
Cartesian coordinates (Å):
C: -0.997 -1.525 -0.756  -0.6388
C: -0.489 -0.292 -0.107  0.0234
C: 1.331 -0.431 0.274  0.7409
O: 2.048 -0.964 -0.545  -0.5909
O: 1.517 -0.571 1.601  -0.6806
C: -1.200 0.661 0.774  -0.4369
C: -0.545 1.108 -0.522  -0.3515
C: 0.900 1.619 -0.262  0.3630
O: 1.119 2.397 0.672  -0.5012
H: -0.255 -1.972 -1.420  0.2441
H: -1.876 -1.282 -1.366  0.2243
H: -1.297 -2.258 -0.003  0.2219
H: 2.319 -1.116 1.708  0.4931
H: -0.715 1.031 1.677  0.2526
H: -2.280 0.567 0.846  0.2335
H: -1.080 1.473 -1.388  0.2324
H: 1.498 1.555 -1.184  0.1708

The HOMO-LUMO gap is 9.0 eV. The SMILES is C[C@]1(C(=O)O)C[C@H]1C=O.

---

No. 7
Density functional theory data (ωB97M-V/def2-TZVPD) for C4H5NO in the gas phase in a non-equilibrium geometry.

Each line ends with the natural charge from an NBO analysis.
Cartesian coordinates (Å):
C: 1.614 0.713 0.053  -0.6925
C: 0.479 -0.217 0.102  0.3431
O: 0.793 -1.580 0.153  -0.6705
C: -0.778 0.074 0.065  -0.2903
C: -2.067 -0.156 0.003  0.3818
N: -3.204 0.290 0.072  -0.6187
H: 2.610 0.520 0.585  0.2452
H: 1.887 0.698 -1.041  0.2252
H: 1.058 1.609 0.218  0.2535
H: 1.525 -1.624 -0.432  0.4625
H: -3.918 -0.328 0.224  0.3608

The HOMO-LUMO gap is 9.3 eV. The SMILES is CC(O)=C=C=N.

---

No. 8
Density functional theory data (ωB97M-V/def2-TZVPD) for 2 unconnected molecules or ions with the total composition C29H26Br2N in a non-equilibrium geometry.

Each line ends with the natural charge from an NBO analysis.
Cartesian coordinates (Å):
Br: -6.210 3.820 -1.578  0.1373
C: -4.563 2.996 -1.177  -0.0426
C: -4.492 1.595 -1.044  -0.2439
C: -3.258 0.983 -0.844  -0.1477
C: -2.057 1.750 -0.769  -0.0666
C: -0.784 1.090 -0.786  0.0104
C: 0.434 1.692 -0.491  -0.3187
C: 1.668 1.093 -0.756  0.0644
C: 2.857 1.870 -0.984  -0.0616
C: 3.942 1.286 -1.683  -0.1480
C: 5.055 2.041 -2.036  -0.2436
C: 5.124 3.400 -1.673  -0.0464
Br: 6.616 4.434 -2.192  0.1358
C: 4.090 3.978 -0.919  -0.2280
C: 2.987 3.211 -0.539  -0.1596
C: -2.178 3.169 -0.757  -0.1530
C: -3.411 3.781 -0.986  -0.2316
H: -5.400 1.003 -1.121  0.2444
H: -3.193 -0.105 -0.755  0.2291
H: -0.773 0.049 -1.112  0.2234
H: 0.426 2.676 -0.018  0.2212
H: 1.690 0.064 -1.127  0.2146
H: 3.887 0.234 -1.973  0.2243
H: 5.871 1.590 -2.592  0.2458
H: 4.154 5.022 -0.625  0.2438
H: 2.230 3.641 0.117  0.2249
H: -1.284 3.777 -0.617  0.2224
H: -3.487 4.863 -1.037  0.2440
C: -3.489 -5.220 0.063  -0.4080
N: -2.304 -4.547 -0.427  -0.3821
C: -1.720 -5.052 -1.654  -0.4081
C: -1.728 -3.524 0.259  0.2344
C: -2.321 -3.005 1.449  -0.3037
C: -1.695 -2.010 2.164  -0.1043
C: -0.443 -1.452 1.751  -0.1946
C: 0.187 -0.493 2.592  -0.0114
C: 1.437 0.109 2.449  -0.1533
C: 1.946 1.140 3.341  -0.1656
C: 3.252 1.481 2.956  -0.2715
C: 3.594 0.693 1.806  -0.1729
C: 2.494 -0.114 1.464  -0.2893
C: 0.059 -1.892 0.494  -0.1517
C: -0.522 -2.929 -0.206  -0.2525
H: -4.313 -4.514 0.227  0.2030
H: -3.799 -5.953 -0.689  0.2195
H: -3.293 -5.742 1.011  0.2082
H: -0.704 -5.436 -1.480  0.2043
H: -2.347 -5.873 -2.017  0.2215
H: -1.658 -4.270 -2.426  0.2009
H: -3.269 -3.417 1.800  0.2319
H: -2.145 -1.632 3.085  0.2222
H: -0.368 -0.216 3.492  0.2167
H: 1.368 1.542 4.171  0.2223
H: 3.916 2.201 3.427  0.2324
H: 4.537 0.750 1.265  0.2221
H: 2.527 -0.952 0.778  0.2126
H: 0.910 -1.385 0.054  0.2032
H: -0.052 -3.290 -1.125  0.2196

As for the net charge: +1. The HOMO-LUMO gap is 4.8 eV.

---

No. 9
Density functional theory data (ωB97M-V/def2-TZVPD) for C9H8N2O in the gas phase in a non-equilibrium geometry.

Each line ends with the natural charge from an NBO analysis.
Cartesian coordinates (Å):
N: -2.844 -1.672 -0.274  -0.7903
C: -1.948 -0.672 -0.171  0.2305
C: -2.417 0.630 0.148  -0.3059
C: -1.582 1.707 0.254  -0.1578
C: -0.206 1.675 0.089  -0.2697
C: 0.260 0.306 -0.230  -0.0350
C: 1.703 0.077 -0.259  0.2350
C: 2.883 0.795 -0.607  -0.0987
N: 3.901 0.087 -0.176  -0.4712
C: 3.475 -0.987 0.424  0.2909
O: 2.141 -1.069 0.319  -0.3996
C: -0.495 -0.850 -0.162  -0.2857
H: -3.808 -1.552 -0.158  0.3827
H: -2.561 -2.490 0.154  0.3753
H: -3.464 0.616 0.292  0.1981
H: -2.237 2.683 0.585  0.2122
H: 0.372 2.567 0.226  0.2343
H: 3.080 1.800 -0.818  0.2147
H: 4.116 -1.784 0.964  0.2102
H: -0.370 -1.865 -0.600  0.2300

The HOMO-LUMO gap is 8.6 eV. The SMILES is Nc1cccc(-c2cnco2)c1.

---

Question: What is the formula in the ninth record?
Answer: C9H8N2O